(1)
Formula: C30H47NO5PPtSi
Source: the Open Molecules 2025 dataset
Level of theory: the ωB97M-V functional and the def2-TZVPD basis

XYZ file:
```
86
Properties=species:S:1:pos:R:3:forces:R:3
Pt -0.2964 -1.1430 0.2808 -0.8 -3.4 -0.8
P 1.8504 -1.1448 -0.4080 0.1 0.1 0.4
Si -2.2346 0.9625 -3.7253 1.1 0.9 0.0
O 0.0162 -3.0511 2.6527 -0.1 -0.7 -0.8
O -4.0833 -2.5499 0.8118 1.8 0.4 -0.8
O -0.2936 -5.2244 3.1582 0.1 -0.1 -0.1
O -0.8352 -3.6516 -0.0658 -0.4 -0.4 0.2
O -2.2469 -1.2802 0.9217 -0.3 -0.3 -0.3
N -0.1627 0.6257 1.1393 0.5 1.3 0.8
C 3.1136 -1.9550 0.6939 0.5 -0.4 -0.4
C -2.7851 1.6791 0.2116 0.2 -0.3 0.1
C -0.6364 -4.6902 0.9002 -0.3 0.4 0.2
C -2.1954 -3.3113 -0.4793 -0.1 0.4 0.4
C 2.9971 -1.6322 2.1853 0.1 0.4 0.9
C -3.1272 2.2543 2.6167 0.1 0.2 0.6
C 1.9368 0.6238 -0.0497 0.3 0.9 -0.6
C 0.6019 0.5324 3.9264 0.2 0.0 0.4
C 4.5607 -1.6441 0.2151 -0.2 -0.3 0.4
C -0.2509 -4.1912 2.3178 -0.6 0.8 -0.1
C -3.6130 3.0561 5.0187 0.3 0.4 0.0
C -1.0356 2.3733 -3.5323 0.9 0.6 -0.5
C -1.5120 1.8257 4.3530 -0.5 0.1 0.1
C -2.9166 -2.3016 0.4844 -1.7 -1.1 0.7
C -3.8446 1.8033 -3.4708 -0.7 -0.5 1.1
C 1.9308 -2.9860 -2.4030 0.0 -0.3 0.0
C -2.7402 2.4124 3.9683 0.5 -1.1 -0.5
C 2.2395 3.3321 0.5865 0.3 0.7 -0.1
C -1.1118 1.0681 2.1056 0.4 1.4 -0.2
C 0.9279 1.3162 0.7475 0.7 -0.8 -0.1
C 4.2735 3.4825 -0.9353 -0.5 -0.6 -0.2
C 2.3447 -1.5384 -2.1701 -0.1 0.6 0.0
C 1.1454 2.6673 1.0543 -1.0 0.4 1.0
C -2.1315 0.2996 -5.4607 0.4 -0.9 0.0
C 1.6396 -0.6228 -3.1921 0.3 0.1 0.2
C 3.1271 2.7177 -0.3019 0.6 0.1 -0.8
C -2.3225 1.6198 1.6578 -0.4 0.3 0.5
C 2.9325 1.3622 -0.6507 0.3 0.1 -0.1
C -0.6930 1.1570 3.4460 0.0 0.0 0.0
C -1.5982 -0.1035 -2.3271 -0.6 -0.6 -0.3
H -2.8416 -0.5316 -5.5948 0.3 0.2 -0.1
H 4.7226 -1.8992 -0.8455 0.1 0.1 0.6
H -1.9404 1.8421 -0.4883 -0.5 -0.1 0.4
H -3.4589 2.5381 0.1376 0.1 -0.2 -0.2
H -3.8116 2.3332 -2.5033 -0.1 -0.1 -0.4
H -2.3934 1.0788 -6.1817 0.0 0.0 0.2
H 5.2364 -2.2636 0.8386 -0.2 0.4 -0.4
H -1.9992 -1.0538 -2.0227 -0.2 -0.2 0.0
H 0.0365 2.0890 -3.7219 -0.9 0.3 0.1
H 4.9954 2.7697 -1.3396 0.0 0.2 0.0
H 4.7723 4.1153 -0.2244 0.2 0.3 0.4
H -0.7400 0.2135 -1.7443 0.2 0.3 0.1
H 1.8670 -0.9108 -4.2346 0.2 0.2 0.5
H -2.0874 -2.8322 -1.4747 0.0 -0.5 0.6
H -4.7270 1.1499 -3.4720 0.1 0.2 -0.1
H -4.4242 2.3872 5.3257 0.2 0.0 0.0
H 1.8456 0.4419 -3.0223 0.2 -0.3 -0.2
H -4.0859 2.6747 2.2840 0.4 -0.1 0.2
H -3.0085 3.3112 5.9176 -0.5 -0.1 -0.6
H 0.5733 -0.7173 -3.0727 -0.5 -0.2 -0.1
H -1.3217 3.2136 -4.1976 0.4 -0.4 0.2
H 1.5233 1.0801 3.6623 -0.4 0.0 -0.1
H 0.2180 -5.2868 0.5677 -0.1 0.0 -0.1
H 0.8433 -3.1199 -2.3343 0.2 0.1 0.1
H -3.9216 2.5337 -4.2611 -0.2 0.3 -0.3
H 2.0135 -1.8410 2.6436 0.4 -0.1 -0.5
H -3.3374 0.7592 -0.0916 0.5 0.6 0.3
H -4.0785 3.9709 4.6274 0.1 -0.2 0.2
H -1.1001 -0.0527 -5.6856 -0.7 0.1 0.0
H 0.7470 -0.5072 3.6153 -0.3 0.2 -0.2
H -0.0776 -4.9672 4.0701 0.0 0.2 -0.2
H 2.4066 -3.6595 -1.6876 0.0 -0.1 -0.1
H 3.9277 4.1269 -1.7515 -0.1 -0.1 0.1
H -2.8535 -4.1817 -0.5733 0.4 0.0 0.1
H 4.8044 -0.5821 0.3969 -0.1 -0.4 -0.2
H 3.4405 -1.4290 -2.2639 -0.5 -0.1 0.1
H 0.5841 0.4950 5.0175 0.0 0.1 0.0
H 2.9464 -3.0481 0.5728 0.0 0.6 -0.1
H -1.1010 2.7685 -2.5131 0.1 -0.1 0.0
H 3.2269 -0.5626 2.4061 -0.1 -0.6 -0.3
H 2.3793 4.3834 0.8865 0.0 -0.6 -0.3
H 3.5666 0.8500 -1.4216 -0.3 0.8 1.0
H 3.7503 -2.2301 2.7557 -0.5 0.4 -0.5
H -1.2039 1.8741 5.4138 -0.2 0.0 -0.7
H 0.4088 3.1783 1.6971 0.4 -0.3 -0.4
H -1.5137 -5.3616 1.0138 0.4 0.5 -0.2
H 2.2204 -3.2900 -3.4073 0.1 0.0 0.0
```
Positions in Å, forces in eV/Å.

Calculated values
Total charge: +1
2S+1: 5
Frontier orbital gap (alpha / beta), eV: 7.4568 / 5.8507
HOMO (alpha / beta), Ha: -0.367 / -0.411
LUMO (alpha / beta), Ha: -0.0926 / -0.1962

Atom charges from the Löwdin analysis, given in e for atoms 1 to 4: 1.207, 0.917, 0.399, 0.070

(2)
Formula: C30H47NO8
Source: the Open Molecules 2025 dataset
Level of theory: the ωB97M-V functional and the def2-TZVPD basis

XYZ file:
```
86
Properties=species:S:1:pos:R:3:forces:R:3
O 1.1417 0.4384 1.5331 0.1 1.1 0.1
O 5.4926 -0.3520 1.2777 0.4 0.0 -0.9
O -2.9405 -0.0049 0.8430 0.3 0.0 0.2
O 1.5180 2.5389 2.2872 -0.9 -0.6 -0.2
O -0.6906 1.2223 -2.3065 0.2 -0.1 0.5
O -3.1683 3.5731 -1.4862 0.4 -0.3 0.8
O -0.4385 -4.2996 -0.0695 1.1 -0.2 -0.1
O 1.1523 -1.7531 -1.3630 -0.5 0.4 0.4
N -3.9560 3.3045 0.6484 0.9 0.0 0.6
C -0.7673 0.4067 -3.4005 -0.3 0.0 -0.2
C 0.0978 -2.6308 -1.7076 0.2 -0.8 -1.0
C -1.5667 3.5086 4.4388 -0.3 0.0 -0.7
C 3.2902 0.6475 -0.5317 0.0 0.7 0.3
C 0.3605 -0.1063 -3.9967 1.3 0.3 0.3
C 6.5804 -1.1484 0.8294 -0.4 -0.6 0.6
C -3.6649 -1.5736 2.5844 0.5 -0.6 -0.5
C -1.2161 3.3439 3.1395 0.2 0.2 0.0
C 5.4325 0.9322 0.6766 -0.7 1.0 0.9
C -0.6018 2.0223 1.0182 2.2 -0.2 0.7
C -3.7726 -1.1261 1.1152 -0.7 0.7 0.7
C 0.2158 -5.0502 0.9493 -0.8 0.3 1.2
C 0.3431 -4.0814 -1.2401 -0.6 0.8 -0.4
C -2.9485 3.6940 -0.2909 -0.6 0.3 -1.8
C -1.5632 -0.3540 0.9323 0.2 -0.6 -0.5
C -0.1254 -4.3696 2.3136 0.4 -0.5 -0.8
C -0.9337 -1.2558 -5.6618 0.4 -0.2 -0.1
C 1.7929 0.9586 -0.7512 0.2 -0.4 -0.7
C -1.9805 0.0841 -3.9826 -1.2 0.6 0.6
C -1.4879 2.1021 2.2981 -1.5 0.9 -0.3
C -0.4205 3.3126 0.1844 -0.8 0.5 -0.2
C 1.0730 -1.3073 -0.0053 0.2 -0.7 -0.2
C 0.2791 -0.9333 -5.0912 0.4 -0.4 -0.6
C 3.9475 1.3534 0.6846 0.7 -1.2 -1.2
C -1.4582 0.7617 -1.1749 0.3 -0.2 -0.5
C 0.7970 1.7684 1.7127 0.5 -0.1 -0.2
C 0.7932 0.1976 0.1367 0.2 -0.4 0.6
C -0.6874 0.6893 0.1748 -1.6 0.1 -0.3
C -2.0654 -0.7110 -5.0922 -0.4 -0.8 -1.0
C -1.6171 4.2981 0.1404 -0.5 0.4 0.4
H -4.7984 -0.7686 0.9608 0.2 0.0 -0.2
H -0.1713 -6.0780 0.9424 0.3 0.1 -0.1
H -3.0177 -0.9415 -5.5633 0.0 0.2 0.3
H 3.8071 1.0820 -1.4024 -0.2 -0.2 0.0
H 1.1997 -1.3370 -5.5061 -0.1 0.1 0.0
H -0.9483 -1.9160 -6.5225 -0.3 0.1 0.1
H 7.3029 -1.2734 1.6479 0.1 0.2 -0.3
H -4.5836 -2.0693 2.9101 0.2 0.0 0.0
H -1.7766 -0.2648 -1.3998 0.0 0.2 0.0
H 3.5369 -0.4184 -0.5564 -0.2 0.1 0.1
H -1.7792 4.8558 1.0718 0.2 -0.4 0.0
H -2.9153 0.4737 -3.5839 0.3 0.1 0.1
H -4.6364 4.0334 0.8165 0.1 0.0 0.1
H -3.5762 -1.9314 0.3926 0.1 0.0 0.2
H -0.9367 -3.6604 2.1276 0.0 -0.2 0.2
H -1.3747 5.0576 -0.6110 -0.1 -0.2 0.0
H 0.0435 -4.7617 -2.0526 0.0 0.0 0.3
H 1.5705 0.6607 -1.7758 -0.1 0.1 0.2
H 0.3678 -1.9589 0.5194 0.0 0.4 0.2
H -0.6517 4.1550 2.6707 1.4 -1.0 0.5
H 6.1794 -2.1488 0.6123 0.1 0.2 -0.1
H 3.8458 2.4281 0.5049 0.0 -0.1 0.5
H -0.8874 -2.2862 -1.3678 0.2 -0.1 0.1
H -2.5561 1.9985 2.0710 0.2 0.0 -0.1
H -0.4134 -5.1238 3.0499 0.0 0.3 0.0
H -4.3879 2.4342 0.3671 -0.2 0.2 -0.3
H -2.6145 3.4074 4.7308 0.5 -1.6 0.6
H -1.4846 -1.3240 0.4134 0.2 0.2 0.1
H 1.3628 0.1099 -3.6422 -0.3 0.1 0.2
H 0.0440 -2.6634 -2.8036 0.2 0.3 0.2
H 1.6740 2.0480 -0.7399 -0.2 -0.2 0.3
H 3.5402 1.0097 1.6338 -0.2 0.4 -0.1
H 1.3074 -5.0464 0.8611 -0.2 -0.1 -0.5
H -1.2380 1.2608 2.9497 0.0 0.1 -0.2
H 5.9932 1.6596 1.2884 0.1 -0.2 -0.1
H 2.0477 -1.4959 0.4610 -0.1 0.2 -0.1
H -2.3713 1.3535 -1.1166 0.2 0.0 0.2
H -0.7884 3.7538 5.1622 -0.6 1.6 -0.2
H -1.2272 -0.5317 1.9607 -0.1 0.2 -0.1
H -2.8345 -2.2869 2.6658 -0.2 0.1 0.3
H 5.8476 0.9572 -0.3413 -0.1 -0.2 0.1
H 0.4398 3.8902 0.5444 -0.2 -0.2 0.2
H 1.4226 -4.1996 -1.0827 -0.2 -0.1 0.2
H -0.1787 3.0814 -0.8593 -0.2 -0.2 0.2
H 0.7647 -3.8308 2.6513 -0.3 0.0 0.2
H 7.0611 -0.7624 -0.0748 0.0 0.1 0.2
H -3.4470 -0.7317 3.2482 -0.2 0.0 -0.2
```
Positions in Å, forces in eV/Å.

Calculated values
Frontier orbital gap, eV: 8.6674
HOMO, Ha: -0.293
LUMO, Ha: 0.0258

Atom charges from the Löwdin analysis, given in e for atoms 1 to 4: 0.050, -0.191, -0.169, 0.152